No. 1
Entry from the OMol25 dataset: an isolated molecule of C2H6N2OS in a non-equilibrium geometry (ωB97M-V/def2-TZVPD).

Last column: natural (NBO) charge in e.
Geometry (Å):
S -0.4712 -0.3974 1.9992  -0.3168
O 2.3864 -0.0396 1.7543  -0.5502
N 1.7104 -0.0195 0.4359  -0.3671
N -0.3180 0.2061 -0.7125  -0.5805
C -1.7291 0.2854 -1.1008  -0.3971
C 0.2923 0.0279 0.4753  0.3059
H 2.0963 -0.7990 -0.2500  0.3835
H -2.2505 -0.5393 -0.6598  0.2231
H 1.8571 -0.6924 2.3389  0.4816
H -1.7739 0.1983 -2.1202  0.2054
H 0.2861 0.5384 -1.5288  0.3972
H -2.0858 1.2311 -0.6314  0.2150

Calculated values
- relative energy (zero: lowest compared OMol25 entry of this formula, charge and spin) (kJ/mol) = 290.2
- E_LUMO (eV) = 0.49
- Kohn-Sham gap (eV) = 9.05


No. 2
Entry from the OMol25 dataset: an isolated molecule of C23H20N2O7 (ωB97M-V/def2-TZVPD).

Last column: natural (NBO) charge in e.
Geometry (Å):
O -1.7115 -0.4273 1.5812  -0.5990
O 2.3955 -0.5351 1.4733  -0.5215
O -2.7410 -3.7876 1.0435  -0.6875
O 3.1157 -0.3363 -1.2098  -0.5021
O -3.7462 3.7851 0.7505  -0.5872
O -6.0986 0.2534 2.2888  -0.5904
O -3.3837 -2.2245 -0.4072  -0.6068
N -3.8832 -0.0207 1.8949  -0.6387
N -4.8882 2.0186 1.5335  -0.6468
C -2.5214 1.7703 1.0488  -0.3265
C 0.4754 2.1340 -1.0366  -0.1681
C -1.0621 -2.7211 -0.2263  -0.1704
C -5.0462 0.7115 1.9274  0.7977
C -0.0713 -3.2807 0.5748  -0.1582
C 3.2734 2.8005 -2.6419  -0.1603
C -1.4400 2.3399 0.4408  0.0369
C -0.1355 1.8095 0.1804  -0.1273
C 0.6285 -1.7281 -1.6117  -0.2412
C 2.2135 1.7500 -2.8110  -0.4651
C 1.2585 -3.0143 0.3120  -0.2431
C 3.0422 -1.7334 -0.9266  -0.1002
C 2.1582 0.4595 -0.6587  0.2844
C 1.8630 -0.8349 2.7440  -0.2586
C -2.6141 0.3810 1.5155  0.6782
C 4.5592 2.5944 -2.8477  -0.3895
C 1.6203 -2.2059 -0.7583  0.0577
C 1.5957 1.4542 -1.4707  -0.0442
C -3.7292 2.6210 1.0834  0.6795
C -0.7019 -1.9658 -1.3392  -0.1463
C -2.4938 -2.8637 0.1000  0.7923
C 0.5380 0.9558 1.0583  -0.2296
C 1.6864 0.2997 0.6643  0.3089
H 3.6258 -1.9673 -0.0296  0.1989
H 0.9025 -1.1373 -2.4730  0.2200
H 1.4452 2.1152 -3.4963  0.2191
H 0.1474 0.8219 2.0498  0.2396
H 2.9137 3.7653 -2.3088  0.1954
H -0.3515 -3.8854 1.4228  0.2309
H 2.0252 -3.4093 0.9622  0.2147
H -3.9716 -0.9952 2.1586  0.4301
H -1.6435 3.3188 0.0134  0.2401
H 3.5184 -2.2082 -1.7923  0.2033
H 0.0054 2.8532 -1.6906  0.2142
H 4.9331 1.6363 -3.1688  0.1919
H 1.8628 0.0464 3.3926  0.1811
H -1.4794 -1.5583 -1.9668  0.2358
H -5.7205 2.5977 1.5476  0.4338
H -3.6962 -3.8450 1.2033  0.4996
H 0.8480 -1.2338 2.6617  0.1971
H 2.5239 -1.5893 3.1681  0.1986
H 2.6643 0.8440 -3.2162  0.2300
H 5.2913 3.3713 -2.7071  0.1991

Calculated values
- relative energy (zero: lowest compared OMol25 entry of this formula, charge and spin) (kJ/mol) = 103.7
- E_LUMO (eV) = -0.87
- Kohn-Sham gap (eV) = 7.54